The following is a quantum chemistry calculation of 2 unconnected molecules or ions with the total composition C4H12NO2 in a non-equilibrium geometry, from OMol25.

The geometry in XYZ format:
```
19
Properties=species:S:1:pos:R:3
O -1.075 -1.025 0.719
O 0.606 -3.110 1.188
N 0.776 -0.205 -0.569
C -0.317 1.944 0.164
C -0.598 -0.819 -0.522
C 0.869 0.983 0.307
C -0.357 2.509 -1.284
H -0.125 1.685 -1.961
H 1.351 -0.901 -0.120
H 0.943 0.693 1.357
H -1.226 1.416 0.439
H -0.082 2.837 0.754
H 0.473 3.219 -1.415
H 0.484 -3.332 0.259
H -1.259 3.037 -1.583
H -1.235 -0.192 -1.187
H 0.067 -2.254 1.248
H 1.718 1.587 -0.037
H -0.506 -1.717 -1.179
```

Output
E_HOMO: -3.325 eV
LUMO energy: 4.082 eV
Orbital gap: 7.41 eV
ΔE to the lowest compared entry with this formula, charge and spin: 8.7 kcal per mole
Net charge: -1



The following is a quantum chemistry calculation of a molecular structure, C7H10ClNPd in a non-equilibrium geometry, from OMol25.

The geometry in XYZ format:
```
20
Properties=species:S:1:pos:R:3
Pd -0.113 -0.584 -0.301
Cl -0.868 0.176 1.880
N -3.583 0.213 0.608
C 0.880 1.028 -1.754
C -0.291 2.213 -0.152
C 1.950 -2.494 -0.946
C 0.604 -2.239 -0.632
C 1.011 1.866 -0.596
C -1.247 1.597 -0.980
C -0.568 0.807 -1.967
H 2.348 -2.154 -1.877
H -2.313 1.816 -0.991
H -0.507 2.934 0.633
H -2.883 -0.529 0.519
H 0.048 -2.702 0.280
H 1.658 0.794 -2.479
H 1.961 2.242 -0.198
H 2.621 -2.954 -0.233
H -0.989 0.421 -2.893
H -0.160 -2.195 -1.457
```

Output
Multiplicity: 3
<S²>: 2.040
E_HOMO (spin up / spin down): 1.790 / 2.893 eV
LUMO energy (spin up / spin down): 6.062 / 5.853 eV
Orbital gap (spin up / spin down): 4.27 / 2.96 eV
ΔE to the lowest compared entry with this formula, charge and spin: 20.6 kcal per mole
Net charge: -2



The following is a quantum chemistry calculation of a gas-phase ion, C30H36N3O3 (charge +1) in a non-equilibrium geometry, from OMol25.

The geometry in XYZ format:
```
72
Properties=species:S:1:pos:R:3
O 2.344 0.309 3.356
O -7.525 2.432 -1.928
O -3.283 6.900 -2.522
N -3.398 5.337 2.665
N -0.201 0.241 2.326
N -3.142 -0.698 -1.115
C -1.519 0.279 2.277
C -2.255 0.162 -0.517
C 2.113 1.218 2.277
C 1.879 -0.999 3.012
C -3.076 7.633 -0.215
C -3.104 3.611 1.194
C -3.812 1.049 2.490
C -2.339 -0.937 2.583
C -5.573 -0.595 -1.680
C -3.389 3.980 2.526
C -3.450 8.298 -2.858
C -3.230 5.921 1.423
C -2.355 1.521 2.145
C 0.382 -1.044 2.786
C -6.680 0.237 -1.695
C -5.319 2.145 -0.903
C -3.062 6.620 -1.211
C -3.068 4.871 0.455
C -4.354 -0.045 -1.302
C -6.514 1.631 -1.480
C -3.541 6.057 3.918
C -2.955 5.239 -0.876
C -2.903 -2.111 -1.372
C -7.222 3.735 -2.480
C -3.808 -0.488 2.545
C -3.191 7.267 1.119
C -2.885 1.379 -0.235
C 0.627 1.432 1.991
C -4.215 1.302 -0.818
C -2.383 2.294 0.867
H -2.549 8.869 -2.592
H -8.105 3.981 -3.072
H -7.669 -0.131 -1.965
H -1.372 2.587 0.521
H -2.886 4.497 -1.666
H -3.603 8.295 -3.939
H 0.496 1.693 0.929
H -2.909 -2.713 -0.447
H 2.601 0.854 1.352
H -1.924 -2.251 -1.849
H -4.311 -0.908 1.665
H -2.788 5.710 4.638
H -1.958 2.142 2.962
H -6.327 3.722 -3.121
H -1.222 -0.154 -0.346
H -3.253 8.024 1.900
H -5.229 3.192 -0.619
H -4.324 8.721 -2.340
H -4.073 1.433 3.482
H -2.120 -1.336 3.590
H 2.125 -1.613 3.887
H 0.144 -1.834 2.060
H -4.351 -0.851 3.423
H -3.392 7.123 3.739
H -5.664 -1.651 -1.947
H -2.154 -1.746 1.856
H -3.058 8.692 -0.481
H 2.568 2.163 2.607
H -3.694 -2.487 -2.026
H -7.097 4.464 -1.668
H -4.542 5.892 4.334
H 2.392 -1.372 2.109
H -0.077 -1.306 3.752
H -3.555 3.373 3.412
H -4.587 1.411 1.805
H 0.282 2.295 2.584
```

Output
E_HOMO: -9.571 eV
LUMO energy: -3.388 eV
Orbital gap: 6.18 eV
ΔE to the lowest compared entry with this formula, charge and spin: 10.8 kcal per mole
Net charge: +1